Below is an isolated molecule of CH5NS2 in a non-equilibrium geometry, with properties calculated with wB97M-V/def2-TZVPD.

XYZ file:
```
9
CH5NS2, DFT wB97M-V/def2-TZVPD
N 0.22 1.72 -0.44
C 0.13 0.64 0.36
H -0.81 0.62 0.92
H -0.51 -1.93 -0.93
S 1.25 -0.54 0.51
H -0.50 2.41 -0.48
S 0.10 -2.06 0.26
H -0.94 -2.70 0.81
H 1.05 1.84 -1.01
```

The calculation puts the orbital gap at 5.51 eV. Its relative energy (zero: lowest compared OMol25 entry of this formula, charge and spin) is 504.35 kJ/mol. The calculation puts the HOMO energy at -5.21 eV.

***

Below is a cluster of 2 separate species, CH5NSi2 in total in a non-equilibrium geometry, with properties calculated with wB97M-V/def2-TZVPD.

XYZ file:
```
9
CH5NSi2, DFT wB97M-V/def2-TZVPD
H -1.37 -2.11 -0.69
C -2.33 -0.04 0.65
H 2.69 -0.39 1.04
N -3.04 0.41 1.40
H -1.35 -0.23 -1.77
Si -0.96 -0.71 -0.39
Si 1.92 0.59 0.26
H 2.36 0.56 -1.09
H 2.10 1.93 0.59
```

The calculation puts the orbital gap at 7.95 eV. Its relative energy (zero: lowest compared OMol25 entry of this formula, charge and spin) is 178.73 kJ/mol. The calculation puts the HOMO energy at -9.50 eV.

***

Below is a cluster of 2 separate species, CH5NSi2 in total in a non-equilibrium geometry, with properties calculated with wB97M-V/def2-TZVPD.

XYZ file:
```
9
CH5NSi2, DFT wB97M-V/def2-TZVPD
C -1.60 0.54 2.58
H -2.30 1.88 0.51
Si -2.33 0.51 0.85
H 0.17 -0.48 -2.32
Si 1.50 -0.77 -1.44
H 1.68 -1.98 -0.48
N -1.15 0.43 3.64
H 2.51 -0.70 -2.57
H 1.52 0.57 -0.76
```

The calculation puts the orbital gap at 7.63 eV. Its relative energy (zero: lowest compared OMol25 entry of this formula, charge and spin) is 215.95 kJ/mol. The calculation puts the HOMO energy at -9.56 eV.

***

Below is a structure of composition CH5NaO, with properties calculated with wB97M-V/def2-TZVPD.

XYZ file:
```
8
CH5NaO, DFT wB97M-V/def2-TZVPD
Na -0.70 0.72 -0.19
C 0.48 -0.09 1.87
H 0.34 0.57 2.75
H 0.14 -1.09 2.21
H -1.04 0.59 -3.17
H -0.11 -0.60 -2.79
O -0.69 0.08 -2.42
H 1.58 -0.17 1.74
```

The calculation puts the orbital gap at 5.64 eV. The calculation puts the HOMO energy at -6.17 eV.

***

Below is a cluster of 2 separate species, CH5O2 in total in a non-equilibrium geometry, with properties calculated with wB97M-V/def2-TZVPD.

XYZ file:
```
8
CH5O2, DFT wB97M-V/def2-TZVPD
O -1.53 0.28 1.48
C 0.94 0.08 -0.84
O -0.36 -0.39 -0.62
H -1.76 -0.53 1.97
H 1.42 0.64 0.05
H -1.12 -0.12 0.56
H 0.78 0.81 -1.66
H 1.64 -0.76 -0.95
```

The calculation puts the orbital gap at 7.69 eV. Its relative energy (zero: lowest compared OMol25 entry of this formula, charge and spin) is 33.74 kJ/mol. The net charge is -1. The calculation puts the HOMO energy at -2.78 eV.

***

Below is an isolated molecule of CH5O2P in a non-equilibrium geometry, with properties calculated with wB97M-V/def2-TZVPD.

XYZ file:
```
9
CH5O2P, DFT wB97M-V/def2-TZVPD
C 1.29 0.11 1.05
H 2.25 -0.44 0.68
H 0.82 -0.21 2.04
H 1.14 1.21 0.94
H -1.51 0.86 -0.40
H -0.54 -0.73 -2.23
O -2.14 0.35 -0.98
O -0.04 -0.12 0.01
P -1.26 -1.03 -1.11
```

The calculation puts the orbital gap (spin up / spin down) at 6.58 / 7.39 eV. The spin multiplicity is 3. Its relative energy (zero: lowest compared OMol25 entry of this formula, charge and spin) is 126.62 kJ/mol. The calculation puts the HOMO energy (spin up / spin down) at -5.74 / -9.97 eV.

***

Below is a cluster of 2 separate species, CH5O2PS2 in total in a non-equilibrium geometry, with properties calculated with wB97M-V/def2-TZVPD.

XYZ file:
```
11
CH5O2PS2, DFT wB97M-V/def2-TZVPD
O -0.08 -0.13 1.82
S 0.72 1.12 -1.08
P 1.35 -0.69 -0.27
H -1.66 -0.90 2.78
S -0.30 -1.79 -0.85
H 2.16 -1.13 -1.23
H 0.05 -1.27 -2.10
H -1.42 1.38 1.24
C -1.21 -0.19 2.17
H 1.79 1.85 -0.77
O -2.04 0.80 1.82
```

The calculation puts the orbital gap at 9.26 eV. Its relative energy (zero: lowest compared OMol25 entry of this formula, charge and spin) is 205.53 kJ/mol. The calculation puts the HOMO energy at -8.64 eV.

***

Below is the ion CH5O2S3 with charge +1, with properties calculated with wB97M-V/def2-TZVPD.

XYZ file:
```
11
CH5O2S3, DFT wB97M-V/def2-TZVPD
O 1.10 -1.16 -1.04
C -1.04 -0.78 0.48
H -0.31 2.12 0.17
H -1.68 0.06 0.72
S -0.11 -0.41 -0.97
S 0.75 1.64 -0.53
H -0.35 -1.01 1.29
S 2.13 1.32 0.97
H -1.64 -1.65 0.19
O -0.96 -0.12 -2.07
H 2.11 -0.01 0.80
```

The calculation puts the orbital gap at 9.53 eV. The net charge is +1. The calculation puts the HOMO energy at -15.24 eV.

***

Below is a structure of composition CH5O3 in a non-equilibrium geometry, with properties calculated with wB97M-V/def2-TZVPD.

XYZ file:
```
9
CH5O3, DFT wB97M-V/def2-TZVPD
C -1.20 -0.10 -0.39
H 0.95 0.05 -0.10
O 2.05 0.12 0.17
H 2.27 -0.01 1.11
H -1.38 0.98 -0.54
H 2.68 0.79 -0.12
O -0.12 -0.63 -0.27
H -2.94 -0.44 0.39
O -2.30 -0.77 -0.25
```

The calculation puts the orbital gap at 13.30 eV. Its relative energy (zero: lowest compared OMol25 entry of this formula, charge and spin) is 61.95 kJ/mol. The net charge is +1. The calculation puts the HOMO energy at -17.37 eV.

***

Below is a cluster of 2 separate species, CH5O3 in total, with properties calculated with wB97M-V/def2-TZVPD.

XYZ file:
```
9
CH5O3, DFT wB97M-V/def2-TZVPD
H -1.94 1.68 0.76
C 1.07 -0.35 -0.32
H 1.87 -0.24 -1.07
O -2.02 1.07 0.01
H -1.16 0.47 -0.30
H -2.96 0.88 -0.17
H 2.34 -0.36 1.10
O 1.45 -0.69 0.88
O -0.10 -0.26 -0.62
```

The calculation puts the orbital gap at 12.83 eV. Its relative energy (zero: lowest compared OMol25 entry of this formula, charge and spin) is 37.78 kJ/mol. The net charge is +1. The calculation puts the HOMO energy at -16.79 eV.

***

Below is a structure of composition CH5O3P in a non-equilibrium geometry, with properties calculated with wB97M-V/def2-TZVPD.

XYZ file:
```
10
CH5O3P, DFT wB97M-V/def2-TZVPD
H -2.15 -1.18 0.25
H 2.49 -0.54 0.46
O 1.65 -0.71 0.91
H -0.04 -0.59 -1.91
P 0.41 -0.09 0.14
C -1.98 -0.09 0.20
O 0.74 -0.62 -1.35
O 0.89 1.46 0.03
H -2.14 0.29 1.22
H 0.13 2.05 0.04
```

The calculation puts the orbital gap at 8.78 eV. Its relative energy (zero: lowest compared OMol25 entry of this formula, charge and spin) is 223.99 kJ/mol. The calculation puts the HOMO energy at -8.59 eV.

***

Below is a cluster of 2 separate species, CH5O3PS in total in a non-equilibrium geometry, with properties calculated with wB97M-V/def2-TZVPD.

XYZ file:
```
11
CH5O3PS, DFT wB97M-V/def2-TZVPD
S -1.80 -0.80 0.21
H -3.51 -0.23 -1.33
O 3.09 -0.60 -0.89
H 3.75 0.01 -0.57
H 1.54 1.17 -0.48
O 0.62 -0.83 -1.36
H -2.04 1.01 -1.38
P 1.59 -0.24 -0.47
O 1.30 -0.50 1.10
C -2.51 0.07 -0.90
H 0.55 -1.18 1.33
```

The calculation puts the orbital gap (spin up / spin down) at 8.54 / 8.54 eV. Its relative energy (zero: lowest compared OMol25 entry of this formula, charge and spin) is 172.19 kJ/mol. The calculation puts the HOMO energy (spin up / spin down) at -8.64 / -8.64 eV.

***

no.,E_tot (eV)
1,-24273.108
2,-18359.855
3,-18359.469
4,-7580.499
5,-5212.595
6,-14495.920
7,-36171.900
8,-37709.487
9,-7252.595
10,-7252.846
11,-16547.923
12,-27385.222